# 1
The following is a quantum chemistry calculation of C4H4N2 in the gas phase in a non-equilibrium geometry, from the Open Molecules 2025 dataset.

The HOMO energy comes out at -10.3 eV. The calculation puts the electronic energy at -7189.5084 eV. The value obtained for the energy relative to the best compared isomer or geometry (same formula, charge and spin) is 306.8 kJ/mol.

ORCA input file:
```
! RIJCOSX wB97M-V def2-TZVPD def2/J DEFGRID3
* xyz 0 1
N -1.020 1.097 -0.932
N 0.135 0.946 -1.600
C 1.030 -0.688 0.662
C -0.296 -0.582 0.790
C -1.171 0.395 0.134
C 1.074 0.943 -2.312
H 1.571 -1.445 1.223
H -2.141 0.561 0.602
H 1.618 -0.037 0.026
H -0.818 -1.250 1.472
*
```

# 2
The following is a quantum chemistry calculation of C4H4N2 as an isolated structure in a non-equilibrium geometry, from the Open Molecules 2025 dataset.

The HOMO energy comes out at -9.3 eV. The calculation puts the electronic energy at -7188.5809 eV. The value obtained for the energy relative to the best compared isomer or geometry (same formula, charge and spin) is 396.3 kJ/mol.

ORCA input file:
```
! RIJCOSX wB97M-V def2-TZVPD def2/J DEFGRID3
* xyz 0 1
N 0.243 -0.251 -1.542
N -0.786 -1.402 2.386
C -0.455 -0.577 1.643
C 0.069 0.372 0.696
C -0.607 0.360 -0.696
C 1.222 -0.480 -0.807
H 2.249 -0.675 -0.827
H -1.549 -0.001 -0.751
H -0.855 1.381 -1.175
H 0.469 1.274 1.073
*
```

# 3
The following is a quantum chemistry calculation of a 3-piece molecular cluster, C4H4N2 overall in a non-equilibrium geometry, from the Open Molecules 2025 dataset.

The HOMO energy comes out at -10.5 eV. Its structure (SMILES) is C#C.C#C.N#N. The calculation puts the electronic energy at -7189.3184 eV. The value obtained for the energy relative to the best compared isomer or geometry (same formula, charge and spin) is 325.2 kJ/mol.

ORCA input file:
```
! RIJCOSX wB97M-V def2-TZVPD def2/J DEFGRID3
* xyz 0 1
N -0.432 -2.509 0.445
N 0.482 -2.343 -0.150
C 2.139 0.313 -0.331
C -2.293 0.019 0.225
C 1.762 1.271 0.291
C -1.611 0.842 -0.331
H -2.896 -0.716 0.713
H -0.998 1.563 -0.830
H 2.430 -0.557 -0.881
H 1.417 2.116 0.848
*
```

# 4
The following is a quantum chemistry calculation of C4H4N2 in the gas phase in a non-equilibrium geometry, from the Open Molecules 2025 dataset.

The HOMO energy comes out at -10.2 eV. Its structure (SMILES) is [H]/N=C1/C=CC=N1. The calculation puts the electronic energy at -7191.4634 eV. The value obtained for the energy relative to the best compared isomer or geometry (same formula, charge and spin) is 118.2 kJ/mol.

ORCA input file:
```
! RIJCOSX wB97M-V def2-TZVPD def2/J DEFGRID3
* xyz 0 1
N -0.432 2.222 0.116
N -1.096 0.005 0.724
C -0.562 -1.132 0.457
C -0.244 0.973 0.088
C 0.924 0.195 -0.625
C 0.660 -1.085 -0.353
H -1.281 2.433 0.661
H 1.195 -1.980 -0.638
H 1.811 0.440 -1.229
H -0.975 -2.071 0.797
*
```

# 5
The following is a quantum chemistry calculation of C4H4N2 in the gas phase in a non-equilibrium geometry, from the Open Molecules 2025 dataset.

The HOMO energy (alpha / beta) comes out at -9.3 / -9.9 eV. The calculation puts the electronic energy at -7187.7621 eV. The value obtained for the energy relative to the best compared isomer or geometry (same formula, charge and spin) is 475.3 kJ/mol.

ORCA input file:
```
! RIJCOSX wB97M-V def2-TZVPD def2/J DEFGRID3
* xyz 0 1
N -0.643 -1.737 -2.419
N 0.595 1.425 0.257
C -0.320 -1.435 -1.345
C -1.283 0.044 1.098
C -0.181 0.291 0.448
C 0.187 -0.981 -0.095
H 1.194 -1.346 0.146
H 1.455 1.462 0.784
H 0.714 1.584 -0.731
H -1.706 0.636 1.921
*
```

# 6
The following is a quantum chemistry calculation of C4H4N2 in the gas phase in a non-equilibrium geometry, from the Open Molecules 2025 dataset.

The HOMO energy (alpha / beta) comes out at -8.2 / -7.9 eV. The calculation puts the electronic energy at -7186.7488 eV. The value obtained for the energy relative to the best compared isomer or geometry (same formula, charge and spin) is 573.1 kJ/mol.

ORCA input file:
```
! RIJCOSX wB97M-V def2-TZVPD def2/J DEFGRID3
* xyz 0 1
N -1.202 -0.895 -0.516
N -1.182 2.426 0.596
C 1.122 -0.177 -0.013
C -0.771 1.307 0.350
C -0.264 0.087 -0.135
C 2.300 -0.451 0.028
H -0.915 -1.829 -0.246
H 3.345 -0.671 0.019
H -1.053 1.078 1.433
H -1.380 -0.875 -1.515
*
```

The lowest energy relative to the best compared isomer or geometry (same formula, charge and spin) belongs to which entry?
number 4

What is the formula in the first record?
C4H4N2

Among the records above, which one has the highest electronic energy?
number 6

Among the records above, which one has the lowest electronic energy?
number 4